Formula: C43H38LuN11OS2Se
Source: the Open Molecules 2025 dataset
Level of theory: the ωB97M-V functional and the def2-TZVPD basis

Positions of all 97 atoms, in Å:
Lu1 9.135 -20.761 1.888
C1 10.909 -26.589 1.781
C2 12.048 -25.830 1.743
C3 11.998 -24.518 1.354
C4 10.719 -23.988 1.023
N1 9.620 -24.726 1.026
C5 9.731 -25.991 1.407
N2 10.513 -22.598 0.874
C6 10.742 -21.961 -0.193
N3 10.393 -20.634 -0.050
C7 10.108 -20.084 -1.299
N4 9.625 -18.935 -1.486
C8 9.466 -18.009 -0.466
C9 9.872 -16.695 -0.879
C10 9.895 -15.666 0.027
C11 9.369 -15.936 1.290
C12 8.826 -17.176 1.556
N5 8.967 -18.270 0.795
C13 10.661 -21.008 -2.295
C14 10.650 -20.987 -3.694
C15 11.250 -21.978 -4.483
C16 11.758 -23.066 -3.799
C17 11.744 -23.200 -2.395
C18 11.139 -22.198 -1.668
H1 10.881 -27.609 2.068
H2 12.947 -26.278 2.170
H3 12.880 -23.899 1.492
H4 8.755 -26.480 1.497
H5 10.197 -16.596 -1.898
H6 10.333 -14.717 -0.221
H7 9.383 -15.226 2.127
H8 8.141 -17.214 2.378
H9 10.177 -20.077 -4.170
H10 11.226 -21.904 -5.546
H11 12.349 -23.824 -4.393
H12 12.218 -24.041 -1.961
S1 6.872 -21.839 3.293
C19 5.709 -22.268 2.221
N6 4.685 -23.068 2.468
C20 3.836 -23.391 1.303
C21 3.380 -22.148 0.644
N7 4.540 -21.395 0.228
C22 4.313 -20.624 -1.043
C23 4.403 -21.505 -2.263
C24 3.521 -21.357 -3.341
C25 3.621 -22.196 -4.453
C26 4.616 -23.182 -4.504
C27 5.417 -23.432 -3.435
C28 5.291 -22.565 -2.322
C29 5.726 -21.560 0.801
S2 7.091 -20.954 0.008
C30 4.343 -23.744 3.737
C31 3.070 -23.099 4.347
C32 1.882 -23.756 4.508
C33 0.723 -23.144 4.917
C34 0.699 -21.780 5.063
C35 1.934 -20.990 4.893
C36 3.100 -21.690 4.588
H13 2.979 -23.999 1.630
H14 4.358 -24.014 0.539
H15 2.796 -21.590 1.360
H16 2.775 -22.236 -0.236
H17 5.000 -19.799 -1.140
H18 3.269 -20.257 -0.972
H19 2.813 -20.617 -3.235
H20 2.919 -22.142 -5.235
H21 4.551 -23.802 -5.431
H22 6.078 -24.262 -3.404
H23 5.843 -22.784 -1.420
H24 5.251 -23.620 4.371
H25 4.237 -24.809 3.546
H26 1.927 -24.842 4.387
H27 -0.105 -23.806 5.137
H28 -0.269 -21.203 5.319
H29 1.898 -19.931 5.197
H30 4.039 -21.117 4.424
Se1 12.098 -17.800 2.632
N8 11.446 -16.852 3.971
C37 10.425 -17.510 4.485
C38 9.586 -17.084 5.550
C39 8.510 -17.857 5.864
C40 8.202 -19.068 5.180
N9 8.974 -19.552 4.185
C41 10.086 -18.786 3.896
N10 10.873 -19.190 2.925
H31 9.678 -16.239 6.214
H32 7.872 -17.615 6.722
H33 7.404 -19.710 5.455
C42 12.439 -22.466 3.692
C43 11.026 -22.828 3.839
N11 10.814 -24.093 4.219
O1 10.068 -22.059 3.649
H34 13.075 -23.250 3.495
H35 12.768 -21.861 4.568
H36 12.494 -21.722 2.900
H37 11.631 -24.610 4.434
H38 9.932 -24.425 4.498

Cartesian forces, eV/Å:
Lu 1.066 -0.155 -0.054
C -0.839 0.014 -0.428
C 0.977 -0.593 0.629
C -0.830 0.808 -0.099
C 1.014 -0.320 0.232
N 0.169 0.625 0.167
C -1.200 -0.046 0.044
N -0.100 -1.723 1.174
C 0.546 2.100 -2.157
N -0.863 0.176 -0.348
C 1.471 -0.965 1.672
N -0.421 0.871 -0.430
C 0.036 0.558 0.381
C -0.449 -1.067 0.664
C 0.216 -0.587 0.337
C -0.064 0.282 0.659
C 0.025 0.591 -0.171
N 0.169 0.014 -1.847
C -0.163 -2.320 -1.750
C -0.641 2.366 -0.220
C -0.900 0.200 2.004
C 1.858 -1.236 -0.716
C -0.620 0.830 -0.955
C -0.804 1.242 1.274
H 0.236 -0.721 0.377
H 0.080 0.262 -0.473
H -0.257 0.071 -0.529
H 0.516 -0.295 -0.184
H 0.073 0.054 -0.174
H -0.040 0.296 -0.061
H -0.276 0.003 -0.695
H 0.112 -0.570 0.859
H 0.642 -1.159 0.443
H 0.178 -0.043 -0.503
H -0.955 0.728 0.800
H 0.186 -0.728 0.499
S 0.854 0.192 0.615
C -0.660 0.415 -1.232
N -0.184 -0.235 -1.456
C -0.488 -1.710 -0.542
C -0.162 0.740 0.748
N 0.821 0.583 -0.565
C -0.725 -0.503 0.234
C -0.058 -1.071 -0.758
C 1.659 -1.342 -0.046
C 0.940 0.320 1.560
C -1.776 -0.347 -2.045
C -0.256 1.386 1.396
C 0.356 -0.854 0.101
C -0.548 -0.030 -0.055
S 0.194 -0.247 1.034
C 0.535 0.858 1.026
C 1.117 1.693 -0.700
C 1.313 -1.797 -0.064
C -0.557 0.195 0.219
C 0.124 2.749 0.240
C -1.681 -1.920 0.914
C 0.086 0.405 -0.559
H 0.306 0.392 0.120
H 0.119 0.279 0.756
H -0.266 0.568 0.313
H -0.358 -0.805 -0.398
H 0.225 0.271 0.380
H 0.640 0.075 0.096
H -1.728 1.478 -0.265
H -0.654 0.272 -0.842
H 0.613 0.311 1.032
H 0.541 -0.468 0.012
H 0.377 -0.141 -0.207
H -0.827 -0.048 -0.181
H -0.208 -0.013 -0.119
H -0.348 0.215 -0.061
H -0.308 0.424 -0.128
H 1.762 -1.193 -0.328
H 0.221 -0.598 -0.591
H -0.621 -0.539 0.301
Se -1.380 -1.461 0.650
N -0.108 -0.408 -0.086
C -0.124 0.228 0.214
C -1.039 -0.202 0.901
C -0.489 -0.521 0.560
C 2.376 -0.480 -1.955
N -0.754 1.399 1.077
C 0.314 0.188 -0.377
N 0.894 1.020 -0.706
H 0.766 0.430 -0.511
H 0.296 0.108 -0.461
H -0.900 -0.197 0.228
C -0.531 3.614 0.514
C -1.290 -1.000 0.386
N 0.928 1.124 -0.097
O 0.043 0.353 -0.419
H 1.398 -1.734 -0.147
H -0.211 -0.733 -0.255
H 0.106 -0.140 -0.336
H 0.308 -0.769 0.256
H -1.143 -0.341 0.192

lowest unoccupied orbital energy: -0.2363 Ha
E_HOMO: -0.4660 Ha
charge: +2
frontier orbital gap: 6.25 eV



Formula: C43H39BNO4Re
Source: the Open Molecules 2025 dataset
Level of theory: the ωB97M-V functional and the def2-TZVPD basis

Positions of all 89 atoms, in Å:
Re1 0.021 -0.304 0.890
O1 1.550 -1.168 0.484
C1 2.138 -2.450 0.703
C2 0.993 -3.466 0.856
C3 0.148 -3.280 2.084
C4 -0.007 -4.334 2.969
C5 -0.889 -4.204 4.027
C6 -1.596 -3.026 4.168
C7 -1.372 -1.978 3.284
C8 -2.096 -0.682 3.541
C9 -2.627 0.113 2.332
O2 -1.513 0.416 1.498
C10 -3.663 -0.716 1.549
C11 -5.027 -0.532 1.759
C12 -5.956 -1.304 1.078
C13 -5.542 -2.269 0.174
C14 -4.187 -2.452 -0.050
C15 -3.258 -1.679 0.629
C16 -3.216 1.451 2.788
C17 -3.763 1.659 4.049
C18 -4.312 2.891 4.380
C19 -4.318 3.926 3.459
C20 -3.775 3.722 2.200
C21 -3.228 2.494 1.867
N1 -0.498 -2.110 2.270
C22 3.021 -2.759 -0.509
C23 2.782 -3.807 -1.388
C24 3.636 -4.027 -2.462
C25 4.723 -3.196 -2.674
C26 4.953 -2.135 -1.808
C27 4.108 -1.919 -0.735
C28 2.982 -2.458 1.987
C29 3.864 -3.515 2.196
C30 4.604 -3.590 3.364
C31 4.478 -2.606 4.335
C32 3.612 -1.546 4.128
C33 2.864 -1.473 2.960
H1 1.421 -4.463 0.881
H2 0.354 -3.379 -0.030
H3 0.552 -5.246 2.817
H4 -1.038 -5.019 4.723
H5 -2.320 -2.906 4.962
H6 -1.424 -0.019 4.097
H7 -2.946 -0.916 4.175
H8 -5.374 0.221 2.451
H9 -7.011 -1.135 1.247
H10 -6.269 -2.866 -0.360
H11 -3.850 -3.193 -0.764
H12 -2.207 -1.827 0.407
H13 -3.790 0.874 4.792
H14 -4.737 3.031 5.366
H15 -4.748 4.883 3.723
H16 -3.782 4.523 1.472
H17 -2.802 2.342 0.883
H18 1.936 -4.469 -1.262
H19 3.443 -4.852 -3.134
H20 5.389 -3.373 -3.509
H21 5.797 -1.477 -1.970
H22 4.294 -1.091 -0.060
H23 3.983 -4.274 1.432
H24 5.290 -4.414 3.508
H25 5.059 -2.664 5.246
H26 3.521 -0.768 4.875
H27 2.206 -0.627 2.811
C34 -0.284 3.768 -6.503
C35 0.935 4.256 -5.703
C36 2.211 3.595 -6.250
C37 1.059 5.768 -5.893
C38 0.759 3.864 -4.237
C39 0.715 4.811 -3.209
C40 0.551 4.469 -1.871
C41 0.432 3.130 -1.580
O3 0.269 2.494 -0.373
B1 0.222 1.133 -0.658
O4 0.340 0.928 -2.021
C42 0.479 2.173 -2.589
C43 0.636 2.508 -3.912
H28 -0.181 4.055 -7.551
H29 -1.199 4.218 -6.113
H30 -0.389 2.684 -6.457
H31 2.360 3.879 -7.294
H32 2.155 2.508 -6.199
H33 3.080 3.921 -5.677
H34 1.183 5.989 -6.953
H35 1.929 6.164 -5.366
H36 0.164 6.288 -5.547
H37 0.810 5.860 -3.447
H38 0.521 5.219 -1.092
H39 0.661 1.732 -4.665

Cartesian forces, eV/Å:
Re 0.295 0.971 -0.282
O -1.147 -0.277 0.774
C 0.966 -1.009 0.035
C -0.096 0.506 -0.117
C -0.117 -0.140 0.169
C -0.011 0.073 0.009
C -0.004 0.000 -0.006
C 0.008 0.001 -0.083
C -0.046 -0.275 0.133
C 0.304 0.273 -0.316
C -1.085 0.000 0.755
O 0.687 -1.302 -0.107
C 0.244 0.144 -0.183
C 0.078 -0.007 0.086
C -0.029 -0.016 0.010
C -0.015 0.013 0.025
C 0.010 -0.050 -0.043
C 0.051 0.020 -0.029
C 0.200 0.029 -0.167
C 0.026 -0.078 -0.039
C -0.014 0.011 0.009
C -0.040 -0.029 0.062
C 0.011 0.022 -0.058
C -0.014 -0.018 -0.023
N 0.015 -0.001 0.045
C -0.127 0.237 -0.024
C -0.041 0.015 0.061
C 0.020 -0.029 -0.065
C -0.052 -0.045 0.031
C 0.041 0.069 0.002
C 0.002 0.011 0.004
C -0.137 0.314 -0.119
C -0.079 -0.006 -0.026
C -0.014 -0.066 -0.049
C 0.008 0.008 0.050
C 0.019 -0.021 0.037
C 0.009 -0.025 -0.059
H 0.013 -0.030 -0.035
H 0.015 -0.125 0.006
H -0.012 -0.005 -0.023
H 0.007 -0.003 -0.003
H 0.015 0.011 0.011
H -0.057 -0.019 0.052
H -0.019 0.045 0.078
H 0.001 0.053 0.017
H 0.006 -0.015 0.014
H 0.001 0.005 -0.003
H 0.010 0.020 -0.005
H -0.077 -0.012 -0.008
H 0.033 -0.034 0.001
H 0.003 0.027 -0.011
H 0.010 0.003 -0.015
H 0.024 -0.010 -0.002
H -0.029 0.048 0.004
H 0.007 -0.004 0.027
H 0.008 0.009 0.002
H -0.003 0.008 -0.002
H -0.013 0.004 0.010
H 0.023 -0.020 0.011
H 0.027 -0.009 -0.006
H -0.005 0.008 0.016
H 0.008 0.010 -0.012
H -0.012 0.007 -0.018
H -0.023 0.013 0.003
C 0.084 0.071 0.040
C 0.001 -0.056 -0.095
C -0.080 0.081 0.038
C -0.009 -0.100 0.028
C -0.006 0.075 0.101
C 0.008 0.010 -0.125
C -0.052 -0.093 0.275
C 0.048 -0.137 -0.593
O -0.052 0.072 0.319
B 0.138 0.870 -0.699
O 0.033 -0.377 -0.093
C -0.013 0.432 0.282
C -0.011 -0.158 0.034
H -0.007 -0.020 -0.001
H -0.021 -0.022 -0.022
H -0.018 -0.010 -0.008
H 0.004 -0.019 0.000
H 0.018 -0.014 -0.008
H 0.025 -0.024 -0.024
H 0.002 0.003 0.002
H -0.019 0.049 0.001
H 0.024 0.044 0.007
H 0.005 -0.011 -0.021
H 0.003 0.005 -0.026
H 0.011 0.021 -0.018

lowest unoccupied orbital energy (spin up / spin down): -0.1626 / -0.1682 Ha
E_HOMO (spin up / spin down): -0.3853 / -0.3853 Ha
charge: +1
multiplicity: 2
frontier orbital gap (spin up / spin down): 6.06 / 5.91 eV